Record 1
This record from the Open Molecules 2025 dataset describes one molecule with the formula C9H11N3 at a distorted geometry. The level of theory is the ωB97M-V functional and the def2-TZVPD basis.

XYZ file:
```
23
Properties=species:S:1:pos:R:3
N 0.990 -0.735 -2.202
C 1.159 -1.220 -0.930
N 1.861 -2.316 -0.752
C 1.868 -2.626 0.693
C 1.108 -1.523 1.345
N 0.818 -0.543 0.178
C -0.151 0.565 0.069
C -0.045 1.639 0.954
C -0.928 2.760 0.945
C -2.076 2.674 0.075
C -2.404 1.439 -0.768
C -1.332 0.542 -0.819
H 0.303 0.080 -2.198
H 0.610 -1.726 -2.896
H 3.072 -2.790 0.863
H 1.242 -3.499 1.006
H 1.323 -0.838 2.273
H 0.039 -1.840 1.724
H 0.859 1.754 1.502
H -0.608 3.723 1.439
H -2.846 3.469 0.306
H -3.341 1.520 -1.476
H -1.523 -0.508 -1.332
```

Computed properties:
Energy (Eh): -513.67416
Lowest unoccupied orbital energy (eV): 0.7
Gap between HOMO and LUMO (Eh): 0.310
SMILES: NC1=NCCN1c1ccccc1
Relative energy (zero: lowest compared OMol25 entry of this formula, charge and spin) (kcal per mole): 104.1

Mulliken atomic charge list, values in e, 4 entries: N -0.605; C 0.363; N -0.717; C -0.175

=====

Record 2
This record from the Open Molecules 2025 dataset describes an isolated ion of composition C9H11N3 and charge +2 at a distorted geometry. The level of theory is the ωB97M-V functional and the def2-TZVPD basis.

XYZ file:
```
23
Properties=species:S:1:pos:R:3
C -1.169 -1.107 2.930
N -0.804 -0.424 1.753
C 0.591 -0.017 1.631
N 1.084 0.151 0.474
C 2.505 0.446 0.318
C 0.228 0.197 -0.599
C 0.795 0.472 -1.878
C -0.119 0.512 -2.894
C -1.493 0.369 -2.779
C -2.069 0.221 -1.528
C -1.209 0.096 -0.414
N -1.649 -0.209 0.806
H -2.176 -1.114 3.091
H -0.638 -2.096 2.934
H -0.661 -0.512 3.806
H 1.334 -0.203 2.400
H 3.076 0.074 1.210
H 2.930 -0.015 -0.539
H 2.651 1.529 0.416
H 1.771 0.559 -2.244
H 0.328 0.396 -3.836
H -2.216 0.498 -3.669
H -3.089 0.179 -1.391
```

Computed properties:
Energy (Eh): -513.07661
Lowest unoccupied orbital energy (eV): -10.3
Gap between HOMO and LUMO (Eh): 0.292
SMILES: C[n+]1c[n+](C)c2ccccc2n1
Charge: +2
Relative energy (zero: lowest compared OMol25 entry of this formula, charge and spin) (kcal per mole): 27.7

Mulliken atomic charge list, values in e, 4 entries: C -0.813; N 0.493; C 0.039; N 0.116

=====

Record 3
This record from the Open Molecules 2025 dataset describes C9H11N4 as an isolated structure at a distorted geometry. The level of theory is the ωB97M-V functional and the def2-TZVPD basis.

XYZ file:
```
24
Properties=species:S:1:pos:R:3
C 2.864 -1.105 0.388
C 2.904 -0.090 -0.510
C 1.735 -1.529 1.025
C 1.738 0.614 -0.803
C 0.540 -0.896 0.773
C -3.037 -1.644 -0.758
C -2.070 -0.743 -1.214
C 0.612 0.140 -0.131
C -1.002 1.352 -0.272
N -3.537 -1.154 0.431
N -2.867 -0.037 0.656
N -1.988 0.285 -0.313
N -1.135 2.215 0.795
H 3.721 -1.651 0.568
H 3.828 0.375 -0.995
H 1.790 -2.237 1.791
H 1.716 1.607 -1.344
H -0.327 -1.035 1.409
H -3.465 -2.381 -1.314
H -1.556 -0.679 -2.130
H -0.886 1.618 -1.282
H -0.891 1.797 1.657
H -3.137 0.540 1.454
H -0.665 3.033 0.712
```

Computed properties:
Energy (Eh): -568.20177
Lowest unoccupied orbital energy (eV): -4.2
Gap between HOMO and LUMO (Eh): 0.319
Charge: +1
Relative energy (zero: lowest compared OMol25 entry of this formula, charge and spin) (kcal per mole): 91.1

Mulliken atomic charge list, values in e, 4 entries: C -0.512; C -0.375; C -0.649; C -0.528

=====

Record 4
This record from the Open Molecules 2025 dataset describes one molecule with the formula C9H11NO at a distorted geometry. The level of theory is the ωB97M-V functional and the def2-TZVPD basis.

XYZ file:
```
22
Properties=species:S:1:pos:R:3
C -1.584 1.534 0.913
N -1.966 0.321 0.180
C -3.331 0.053 -0.090
C -1.043 -0.611 -0.246
O -1.416 -1.663 -0.835
C 0.408 -0.238 -0.162
C 1.221 -1.087 0.756
C 2.597 -0.809 0.833
C 3.166 0.283 0.071
C 2.404 1.032 -0.795
C 1.036 0.716 -0.972
H -1.964 2.362 0.509
H -2.154 1.441 1.854
H -0.461 1.477 1.198
H -3.671 0.984 -0.709
H -3.815 0.117 1.004
H -3.500 -1.066 -0.454
H 0.605 -1.725 1.286
H 3.088 -1.398 1.539
H 4.366 0.427 0.055
H 2.904 1.901 -1.218
H 0.442 1.295 -1.500
```

Computed properties:
Energy (Eh): -479.46612
Lowest unoccupied orbital energy (eV): 0.8
Gap between HOMO and LUMO (Eh): 0.362
SMILES: CN(C)C(=O)c1ccccc1
Relative energy (zero: lowest compared OMol25 entry of this formula, charge and spin) (kcal per mole): 49.3

Mulliken atomic charge list, values in e, 4 entries: C -1.016; N 0.115; C -0.871; C 0.470

=====

Repeat the third record exactly.
This record from the Open Molecules 2025 dataset describes C9H11N4 as an isolated structure at a distorted geometry. The level of theory is the ωB97M-V functional and the def2-TZVPD basis.

XYZ file:
```
24
Properties=species:S:1:pos:R:3
C 2.864 -1.105 0.388
C 2.904 -0.090 -0.510
C 1.735 -1.529 1.025
C 1.738 0.614 -0.803
C 0.540 -0.896 0.773
C -3.037 -1.644 -0.758
C -2.070 -0.743 -1.214
C 0.612 0.140 -0.131
C -1.002 1.352 -0.272
N -3.537 -1.154 0.431
N -2.867 -0.037 0.656
N -1.988 0.285 -0.313
N -1.135 2.215 0.795
H 3.721 -1.651 0.568
H 3.828 0.375 -0.995
H 1.790 -2.237 1.791
H 1.716 1.607 -1.344
H -0.327 -1.035 1.409
H -3.465 -2.381 -1.314
H -1.556 -0.679 -2.130
H -0.886 1.618 -1.282
H -0.891 1.797 1.657
H -3.137 0.540 1.454
H -0.665 3.033 0.712
```

Computed properties:
Energy (Eh): -568.20177
Lowest unoccupied orbital energy (eV): -4.2
Gap between HOMO and LUMO (Eh): 0.319
Charge: +1
Relative energy (zero: lowest compared OMol25 entry of this formula, charge and spin) (kcal per mole): 91.1

Mulliken atomic charge list, values in e, 4 entries: C -0.512; C -0.375; C -0.649; C -0.528

=====

Please write out number 3 again, unchanged.
This record from the Open Molecules 2025 dataset describes C9H11N4 as an isolated structure at a distorted geometry. The level of theory is the ωB97M-V functional and the def2-TZVPD basis.

XYZ file:
```
24
Properties=species:S:1:pos:R:3
C 2.864 -1.105 0.388
C 2.904 -0.090 -0.510
C 1.735 -1.529 1.025
C 1.738 0.614 -0.803
C 0.540 -0.896 0.773
C -3.037 -1.644 -0.758
C -2.070 -0.743 -1.214
C 0.612 0.140 -0.131
C -1.002 1.352 -0.272
N -3.537 -1.154 0.431
N -2.867 -0.037 0.656
N -1.988 0.285 -0.313
N -1.135 2.215 0.795
H 3.721 -1.651 0.568
H 3.828 0.375 -0.995
H 1.790 -2.237 1.791
H 1.716 1.607 -1.344
H -0.327 -1.035 1.409
H -3.465 -2.381 -1.314
H -1.556 -0.679 -2.130
H -0.886 1.618 -1.282
H -0.891 1.797 1.657
H -3.137 0.540 1.454
H -0.665 3.033 0.712
```

Computed properties:
Energy (Eh): -568.20177
Lowest unoccupied orbital energy (eV): -4.2
Gap between HOMO and LUMO (Eh): 0.319
Charge: +1
Relative energy (zero: lowest compared OMol25 entry of this formula, charge and spin) (kcal per mole): 91.1

Mulliken atomic charge list, values in e, 4 entries: C -0.512; C -0.375; C -0.649; C -0.528

=====

- Which formula does entry 3 have?
  C9H11N4